Entry 1:
The following is a DFT calculation (ωB97M-V with the def2-TZVPD basis set) of C39H36BrN7O10P2SV as an isolated structure in a non-equilibrium geometry.

Each line ends with the Mulliken spin population.
Atoms and positions in Å:
V  1.8218  -0.4983  0.2711  2.4645
C  -4.6240  5.9256  -0.9062  -0.0001
C  -3.9200  4.8006  -0.1975  0.0002
C  -2.5768  4.5429  -0.4391  -0.0001
C  -1.9296  3.5023  0.2049  -0.0004
C  -2.6283  2.7105  1.0931  -0.0011
C  -3.9637  2.9525  1.3514  0.0001
C  -4.6067  3.9963  0.7080  -0.0002
S  -1.8080  1.2516  1.8087  0.0015
O  -2.1751  1.2013  3.2185  0.0020
O  -2.3437  0.1634  1.0283  0.0026
N  -0.2485  1.3997  1.5461  0.0112
C  0.4832  2.2438  2.2776  -0.0233
C  -0.0728  3.2563  3.0698  0.0119
C  0.7030  4.1174  3.8249  -0.0060
C  2.0717  4.0228  3.8105  0.0086
C  2.6925  3.0333  3.0285  -0.0104
C  4.0983  2.9116  3.0093  0.0165
C  4.6697  1.9459  2.2298  -0.0168
C  3.8347  1.0909  1.5028  0.0631
N  2.5196  1.1393  1.5212  -0.0605
C  1.9208  2.1168  2.2511  0.0746
H  -3.9721  6.3810  -1.6500  0.0000
H  -4.9286  6.6957  -0.1958  0.0000
H  -5.5186  5.5576  -1.4086  0.0000
H  -2.0232  5.1572  -1.1363  0.0011
H  -0.8911  3.2800  0.0102  0.0024
H  -4.4739  2.3100  2.0532  -0.0001
H  -5.6528  4.1900  0.9059  0.0000
H  -1.1455  3.3489  3.0988  0.0011
H  0.2170  4.8683  4.4356  -0.0006
H  2.6896  4.6895  4.3984  0.0001
H  4.6916  3.5963  3.6048  0.0014
H  5.7396  1.8147  2.1567  -0.0008
H  4.2921  0.3481  0.8709  0.0050
O  4.5027  -3.6628  2.2259  -0.0004
P  4.3378  -2.2702  1.4110  -0.0015
O  5.5465  -1.4491  1.6810  0.0008
O  2.9623  -1.7415  1.6865  0.0178
O  4.3658  -2.8413  -0.1166  0.0023
P  4.6024  -1.6626  -1.2712  0.0064
O  6.0868  -1.1782  -0.8918  -0.0003
O  4.5644  -2.2995  -2.5970  0.0013
O  3.6473  -0.5438  -0.9428  0.0252
H  3.6706  -4.1349  2.2107  -0.0004
H  6.1018  -1.1749  0.0901  0.0009
C  -2.6554  -1.1405  -1.6972  0.0043
N  -1.3244  -0.6139  -1.5566  0.0093
C  -1.1958  0.6466  -1.6060  -0.0073
C  0.0324  1.3740  -1.5330  0.0845
C  0.2194  2.5951  -2.1923  0.0260
C  1.5541  2.9458  -2.0085  -0.0059
C  2.1054  1.9457  -1.2228  0.0969
N  1.2023  0.9921  -0.9366  -0.1351
C  -2.7408  -2.0950  -2.8483  -0.0003
C  -3.7809  -2.0244  -3.7666  0.0001
C  -3.8437  -2.9006  -4.8367  0.0001
C  -2.8578  -3.8570  -5.0095  0.0006
C  -1.8203  -3.9427  -4.0937  0.0011
C  -1.7644  -3.0699  -3.0239  0.0015
H  -2.8841  -1.6840  -0.7753  0.0002
H  -3.4068  -0.3388  -1.8076  0.0010
H  -2.0708  1.2961  -1.8226  0.0000
H  -0.5223  3.1255  -2.7655  0.0012
H  2.0574  3.8125  -2.4014  -0.0001
H  3.1282  1.8852  -0.8911  0.0009
H  -4.5493  -1.2718  -3.6449  -0.0001
H  -4.6623  -2.8342  -5.5441  0.0000
H  -2.8966  -4.5313  -5.8565  0.0000
H  -1.0549  -4.6978  -4.2227  -0.0004
H  -0.9572  -3.1261  -2.3124  0.0013
Br  1.4613  -4.1296  0.7254  0.0057
C  1.6967  -3.2980  -0.9669  0.0753
C  2.0097  -4.1611  -2.0004  -0.0036
C  2.0443  -3.6599  -3.2890  0.0205
C  1.7298  -2.3176  -3.4541  0.0033
C  1.4692  -1.5419  -2.3495  0.1184
N  1.4668  -1.9959  -1.0815  -0.1452
H  2.2448  -5.1921  -1.7852  0.0005
H  2.3206  -4.2881  -4.1204  -0.0033
H  1.7175  -1.8653  -4.4322  -0.0001
H  1.2401  -0.4964  -2.4654  -0.0212
N  -2.8418  -4.3734  2.5223  -0.0010
C  -2.4971  -3.4207  1.5894  -0.0078
O  -3.0487  -3.4161  0.5054  -0.0032
C  -1.4676  -2.4720  2.0507  -0.0252
C  -1.2948  -2.1963  3.4126  0.0725
C  -0.2459  -1.3635  3.7647  -0.0315
C  0.5821  -0.8535  2.7903  0.1215
N  0.4072  -1.0777  1.4740  -0.0491
C  -0.6226  -1.8515  1.1364  0.1007
H  -3.4208  -5.1187  2.1698  0.0001
H  -2.1767  -4.6174  3.2331  0.0007
H  -1.9826  -2.5654  4.1568  0.0063
H  -0.0723  -1.0982  4.7967  0.0012
H  1.4262  -0.2428  3.0755  0.0244
H  -0.7889  -1.9856  0.0753  0.0604

Results
Max |F|   2.7 eV/A
Expectation value of S²   3.7657
Orbital gap (alpha / beta)   5.22 / 6.12 eV
E   -197088.81946 eV
Energy above the lowest of the compared OMol25 structures with the same formula, charge and spin   0.45 kcal per mole
Multiplicity   4
HOMO level (alpha / beta)   -1.16 / -2.07 eV
Charge   -2



Entry 2:
The following is a DFT calculation (ωB97M-V with the def2-TZVPD basis set) of C39H36Cl2F3IN11O2P2RbS as an isolated structure.

Each line ends with the Löwdin charge.
Atoms and positions in Å:
Rb  0.1692  -1.1251  -0.1210  0.6908
Cl  -1.7446  -6.2651  -5.3704  0.5944
C  -1.4035  -4.6339  -4.8416  -0.6967
C  -1.9650  -4.1737  -3.6677  -0.0600
C  -1.7436  -2.8841  -3.1780  -0.2205
N  -2.3821  -2.5425  -1.9667  0.1196
C  -1.8328  -3.0953  -0.9121  -0.6358
O  -0.7210  -3.6828  -0.8248  -0.1385
C  -2.6343  -3.0064  0.3763  -0.2152
C  -4.0258  -2.9862  0.3511  -0.0156
C  -4.7173  -3.0949  1.5439  -0.0850
C  -3.9992  -3.1930  2.7279  -0.1025
C  -2.6153  -3.1340  2.6583  -0.1639
N  -1.9396  -3.0486  1.5185  0.1225
C  -0.9292  -2.0203  -3.9273  -0.2212
C  -0.3635  -2.5065  -5.1102  -0.0583
C  -0.5837  -3.7887  -5.5710  -0.6985
Cl  0.1725  -4.3021  -7.0621  0.5920
N  -0.6695  -0.6768  -3.6071  0.1245
C  0.5060  -0.4384  -3.0777  -0.5872
O  1.3300  -1.2611  -2.5852  -0.1738
C  0.8729  1.0328  -2.9813  -0.2073
C  0.2365  2.0092  -3.7313  -0.0267
C  0.6140  3.3317  -3.5683  -0.0710
C  1.6063  3.6432  -2.6526  -0.0711
C  2.1923  2.6027  -1.9491  -0.1417
N  1.8495  1.3290  -2.1199  0.0975
H  -2.5858  -4.8415  -3.0844  0.1133
H  -4.5187  -2.9095  -0.6079  0.1051
H  -5.8012  -3.1097  1.5536  0.0965
H  -4.4948  -3.2845  3.6862  0.0945
H  -2.0177  -3.1603  3.5643  0.1043
H  0.2783  -1.8436  -5.6758  0.1123
H  -0.5545  1.7053  -4.4023  0.1071
H  0.1152  4.1164  -4.1249  0.1044
H  1.8937  4.6639  -2.4396  0.1027
H  2.9387  2.8094  -1.1914  0.0947
F  0.7740  6.8858  -0.6829  0.0968
C  -0.4587  6.5390  -0.2611  -0.5969
F  -1.3074  7.3748  -0.9397  0.0707
F  -0.5631  6.9148  1.0293  0.1005
C  -0.8017  5.1000  -0.5087  -0.1583
C  -1.8622  4.8234  -1.3539  -0.0447
C  -2.2066  3.5140  -1.6309  -0.0976
C  -1.4496  2.5297  -1.0137  -0.2125
N  -0.4413  2.7567  -0.1866  0.0485
C  -0.0507  4.0371  0.0904  -0.7649
S  1.2708  4.2890  1.1402  0.5619
H  -2.4159  5.6389  -1.7999  0.1084
H  -3.0184  3.2592  -2.2979  0.0966
H  -1.6853  1.4840  -1.2024  0.1028
C  -2.9698  0.1651  3.4077  -0.2853
P  -2.1744  1.0679  2.0055  0.8893
C  -3.6149  2.1289  1.5685  -0.2991
C  -1.1557  2.2082  3.0408  -0.4011
C  -1.6109  3.4796  3.3938  -0.1049
C  -0.8791  4.3009  4.2344  -0.0983
C  0.3206  3.8533  4.7646  -0.1052
C  0.7943  2.6050  4.4048  -0.1197
C  0.0884  1.7805  3.5299  -0.4035
P  0.8529  0.2263  2.9031  0.8397
C  2.5826  0.7753  2.6283  -0.2798
C  1.0608  -0.7899  4.4236  -0.2845
H  -3.3826  0.8576  4.1454  0.0400
H  -2.2287  -0.4714  3.8936  0.0161
H  -3.7605  -0.4778  3.0208  0.0177
H  -4.1449  2.5178  2.4413  0.0318
H  -4.3025  1.5092  0.9894  0.0372
H  -3.2975  2.9546  0.9310  0.0211
H  -2.5396  3.8571  2.9872  0.0852
H  -1.2398  5.2974  4.4578  0.0983
H  0.9032  4.4874  5.4221  0.0957
H  1.7552  2.2789  4.7867  0.0911
H  3.0970  1.0814  3.5419  0.0326
H  2.5608  1.6143  1.9266  0.0126
H  3.1311  -0.0548  2.1773  0.0183
H  1.5756  -0.2513  5.2240  0.0309
H  1.6352  -1.6762  4.1484  0.0289
H  0.0856  -1.1197  4.7865  0.0180
N  1.9275  -4.1210  -1.4645  0.2117
C  2.8423  -5.0329  -1.1759  -0.5085
N  3.2268  -5.8719  -2.1973  0.1336
N  3.4223  -5.2153  -0.0152  0.0893
C  2.9718  -4.5463  1.0297  -0.4207
N  2.6400  -4.0060  1.9986  0.1212
H  1.3228  -4.1740  -2.2676  0.1132
H  1.6105  -3.4691  -0.7638  0.0445
H  3.1989  -5.4720  -3.1213  0.0958
H  4.0687  -6.3791  -1.9803  0.0870
I  7.6489  -0.7294  0.4705  0.7739
C  5.6598  -0.8567  -0.0664  -0.7877
C  4.9778  -0.0259  -0.9294  -0.1656
N  3.7242  -0.4909  -0.9801  -0.0022
N  3.5369  -1.5622  -0.1967  0.0435
C  4.7125  -1.7950  0.3738  -0.2320
H  5.2906  0.8388  -1.4878  0.1123
H  2.9254  -0.0753  -1.4965  0.0866
H  4.8335  -2.6029  1.0749  0.0840

Results
Max |F|   0.5 eV/A
Orbital gap   5.70 eV
E   -132885.58584 eV
Energy above the lowest of the compared OMol25 structures with the same formula, charge and spin   0.00 kcal per mole
HOMO level   -2.41 eV
Charge   -2



Entry 3:
The following is a DFT calculation (ωB97M-V with the def2-TZVPD basis set) of C39H37BCl3FN9O4Y as an isolated structure.

Each line ends with the Löwdin charge.
Atoms and positions in Å:
Y  -1.5099  2.3980  -0.3766  1.5339
C  -4.3786  3.7642  -3.8191  -0.0638
C  -3.9839  2.8805  -2.8101  -0.1440
N  -3.1323  3.4700  -1.9794  -0.0257
N  -2.9521  4.7255  -2.4330  -0.0262
C  -3.6930  4.9285  -3.5335  -0.0884
B  -2.0632  5.7488  -1.6860  -0.5203
N  -2.4461  5.7536  -0.1994  -0.0348
C  -2.7352  6.8024  0.5870  -0.0836
C  -2.9438  6.3372  1.8691  -0.0607
C  -2.7461  4.9551  1.7712  -0.1373
N  -2.4591  4.6127  0.5209  -0.0159
N  -0.5666  5.3759  -1.8210  -0.0312
C  0.3895  6.0723  -2.4588  -0.0936
C  1.5830  5.3909  -2.3319  -0.0736
C  1.2502  4.2578  -1.5838  -0.1512
N  -0.0419  4.2636  -1.2797  -0.0054
H  -5.0588  3.5857  -4.6332  0.0873
H  -4.2640  1.8513  -2.6478  0.1089
H  -3.6805  5.8857  -4.0272  0.1164
H  -2.2253  6.8382  -2.1675  0.1168
H  -2.7670  7.7984  0.1773  0.1151
H  -3.1917  6.9144  2.7427  0.0863
H  -2.7619  4.2010  2.5404  0.1015
H  0.1490  6.9997  -2.9510  0.1153
H  2.5449  5.6713  -2.7246  0.0868
H  1.8703  3.4378  -1.2574  0.1042
Cl  0.5599  -1.7089  -6.9957  0.6173
C  0.0905  -0.7356  -5.6267  -0.6935
C  -0.2484  -1.3500  -4.4387  -0.1602
C  -0.6127  -0.5699  -3.3543  -0.5548
Cl  -1.0428  -1.3624  -1.8634  0.7613
C  -0.6587  0.8441  -3.3892  -0.4759
O  -0.9694  1.5830  -2.3946  -0.2583
C  -0.3068  1.4026  -4.6500  -0.5689
Cl  -0.3512  3.1301  -4.7711  0.7298
C  0.0600  0.6468  -5.7430  -0.1437
H  -0.2374  -2.4275  -4.3503  0.0939
H  0.3196  1.1300  -6.6742  0.1017
F  2.8401  -2.6189  -2.1374  0.0641
C  2.4736  -2.2976  -0.8738  -0.1971
C  1.8841  -1.0927  -0.6291  0.0561
C  1.5383  -0.7466  0.6766  -0.0401
C  0.8026  0.5054  0.8966  -0.2766
O  0.4944  1.1833  -0.0992  -0.0752
C  0.5082  0.8068  2.2579  -0.0154
C  0.9051  -0.0492  3.2336  0.0491
N  1.5336  -1.2327  3.0252  0.0231
C  1.9602  -2.0499  4.1333  -0.2590
C  1.1505  -2.0862  5.3868  -0.0782
C  1.1804  -3.2868  4.4856  -0.0936
C  1.8324  -1.6183  1.7315  -0.1128
C  2.3867  -2.8722  1.4471  0.0660
C  2.6895  -3.2261  0.1450  -0.1552
N  3.1723  -4.5395  -0.1155  -0.1207
C  4.4730  -4.9420  0.3743  -0.1217
C  4.3250  -6.3722  0.9308  -0.0736
N  3.1029  -6.9729  0.2897  0.0437
C  3.0834  -6.7001  -1.1852  -0.0704
C  2.8401  -5.1884  -1.3723  -0.1279
C  -0.2642  2.0418  2.7040  -0.6082
O  -0.2808  2.2953  3.9023  0.0358
O  -0.8264  2.6928  1.7653  -0.1433
H  1.6639  -0.3982  -1.4299  0.1328
H  0.7036  0.2332  4.2573  0.1426
H  3.0394  -2.0862  4.2380  0.1513
H  0.2312  -1.5197  5.4077  0.0872
H  1.7013  -2.1233  6.3154  0.1087
H  0.2859  -3.4631  3.9020  0.0889
H  1.7324  -4.1614  4.8046  0.0968
H  2.5334  -3.5961  2.2379  0.1110
H  4.7976  -4.2691  1.1632  0.1349
H  5.2330  -4.9175  -0.4175  0.1353
H  4.1526  -6.3778  2.0053  0.1324
H  5.1715  -7.0145  0.6963  0.1323
H  2.2926  -6.4952  0.6934  0.1838
H  3.0375  -7.9690  0.4893  0.1826
H  2.3074  -7.3064  -1.6454  0.1357
H  4.0512  -7.0148  -1.5708  0.1341
H  1.7939  -4.9881  -1.6003  0.1436
H  3.4363  -4.8451  -2.2213  0.1287
C  -3.2412  0.7074  0.4340  -0.2132
C  -2.8359  -0.0883  1.5823  -0.3401
C  -2.3000  -1.3887  1.4374  -0.0836
C  -1.9110  -2.1492  2.5264  -0.1307
C  -2.0163  -1.6503  3.8215  -0.1527
C  -2.5167  -0.3608  3.9889  -0.0998
C  -2.9138  0.3984  2.9030  -0.0682
H  -4.0613  1.3947  0.6688  0.0363
H  -3.5064  0.0918  -0.4291  0.0207
H  -2.2477  -1.8187  0.4443  0.0505
H  -1.5507  -3.1614  2.3573  0.0861
H  -1.7654  -2.2632  4.6792  0.0817
H  -2.6016  0.0632  4.9832  0.1046
H  -3.2902  1.4013  3.0681  0.1116

Results
Max |F|   0.5 eV/A
Orbital gap   4.04 eV
E   -104653.52947 eV
Energy above the lowest of the compared OMol25 structures with the same formula, charge and spin   0.00 kcal per mole
HOMO level   -5.81 eV
Charge   0



- The highest E belongs to which entry?
  C39H37BCl3FN9O4Y



- max |F| of number 3 (C39H37BCl3FN9O4Y)?
  0.5 eV/A